{"formula": "C12H21N5O3", "method": "wB97M-V/def2-TZVPD", "species": ["N", "C", "C", "C", "C", "C", "N", "C", "O", "N", "C", "C", "C", "C", "N", "C", "N", "C", "O", "O", "H", "H", "H", "H", "H", "H", "H", "H", "H", "H", "H", "H", "H", "H", "H", "H", "H", "H", "H", "H", "H"], "coordinates": [[-4.1075, -1.2830, -0.0631], [-3.0464, -1.7716, -0.9474], [-1.6791, -1.1201, -0.7519], [-0.8008, -1.5850, 0.4214], [0.5586, -2.1992, -0.1475], [1.7976, -1.3291, -0.2550], [3.0184, -2.0415, -0.7030], [2.1605, -0.8245, 1.1459], [2.4985, -1.6423, 2.0149], [2.3935, 0.5207, 1.3492], [2.0017, 1.4242, 0.2374], [1.1997, 2.7096, 0.5618], [-0.4232, 2.6853, 0.4401], [-1.4099, 2.2151, 1.2806], [-2.5741, 2.3540, 0.6365], [-2.2918, 2.9400, -0.5054], [-1.0006, 3.1283, -0.6739], [3.2612, 1.6030, -0.6517], [3.4944, 2.5668, -1.2975], [3.8797, 0.4842, -0.9921], [-3.7540, -1.2148, 0.8816], [-4.8219, -2.0772, 0.0260], [-2.9238, -2.8671, -0.8628], [-3.6529, -1.5488, -1.7847], [-1.2058, -1.1538, -1.7182], [-1.8497, -0.1170, -0.3922], [-0.4498, -0.7137, 0.9620], [-1.3745, -2.2402, 0.9524], [0.4051, -2.4930, -1.3314], [0.8375, -3.1911, 0.3915], [1.6543, -0.5034, -0.9156], [2.8451, -2.9297, -0.2829], [2.8118, -2.3615, -1.6670], [2.6322, 0.7681, 2.3255], [1.2473, 0.8218, -0.3268], [1.5511, 3.0552, 1.5525], [1.4901, 3.3719, -0.2172], [-1.4109, 1.7459, 2.2670], [-3.3763, 1.8947, 0.9435], [-3.0562, 3.2018, -1.2779], [3.4711, -0.2830, -0.6245]], "smiles": "NCCCC[C@H](N)C(=O)N[C@@H](Cc1c[nH]cn1)C(=O)O", "orbital_gap_ev": 9.56, "spin_multiplicity": 1, "homo_energy_ev": -9.05, "de_lowest_kcal_mol": 93.56, "energy_ev": -26375.3949, "total_charge": 0, "lumo_ev": 0.5}

***

{"formula": "C12H22BCl21NO3S", "method": "wB97M-V/def2-TZVPD", "species": ["N", "C", "B", "C", "C", "C", "C", "S", "O", "O", "O", "H", "H", "H", "H", "H", "H", "H", "H", "H", "H", "H", "H", "H", "H", "H", "C", "Cl", "Cl", "Cl", "H", "C", "Cl", "Cl", "Cl", "H", "C", "Cl", "Cl", "Cl", "H", "C", "Cl", "Cl", "Cl", "H", "C", "Cl", "Cl", "Cl", "H", "C", "Cl", "Cl", "Cl", "H", "C", "Cl", "Cl", "Cl", "H"], "coordinates": [[2.3705, -1.9310, 0.6432], [2.8367, -0.9685, -0.3917], [1.7684, -0.8893, -1.6477], [1.4607, 0.6531, -2.1589], [-0.0430, 0.9952, -2.2610], [-0.7128, 1.0332, -0.8761], [-2.2316, 0.8077, -0.8303], [-2.8856, -0.5854, -1.7229], [-3.0521, -0.2025, -3.1254], [-4.0352, -1.1225, -0.9989], [-1.7452, -1.6971, -1.6143], [1.9287, -2.7270, 0.1987], [3.1068, -2.2482, 1.2631], [3.8593, -1.2344, -0.7362], [2.8878, 0.0236, 0.1050], [2.0957, -1.6234, -2.5842], [0.7120, -1.3458, -1.2008], [1.9034, 1.4012, -1.4663], [1.9245, 0.8442, -3.1461], [-0.1481, 2.0083, -2.6948], [-0.5446, 0.3136, -2.9701], [-0.5785, 2.0672, -0.4937], [-0.2201, 0.3642, -0.1566], [-2.5547, 0.6377, 0.2120], [-2.7866, 1.6824, -1.1918], [-1.1333, -1.6088, -2.3617], [2.9939, 4.4717, -3.6338], [1.4941, 3.9992, -4.4273], [2.7084, 4.7953, -1.9167], [4.2541, 3.2591, -3.8438], [3.3329, 5.3923, -4.0911], [3.4508, -2.5564, 4.5914], [1.7566, -2.6629, 4.1390], [3.7955, -3.5488, 6.0167], [4.4770, -3.0262, 3.2362], [3.6704, -1.5251, 4.8363], [2.4633, -7.3329, 7.1443], [1.0521, -6.2943, 6.9558], [3.5164, -7.2211, 5.7371], [3.3464, -6.9344, 8.6235], [2.1193, -8.3557, 7.2283], [-0.3908, 4.0620, 2.4486], [-2.1055, 3.8881, 2.0342], [0.0590, 2.9899, 3.7767], [0.6176, 3.7720, 1.0377], [-0.2405, 5.0825, 2.7768], [-1.6000, -4.5846, 2.7349], [-1.3134, -2.8597, 2.5577], [-0.2808, -5.3680, 3.6101], [-3.1484, -4.8944, 3.5367], [-1.6472, -5.0178, 1.7439], [-2.3148, 2.6094, -6.5699], [-2.6778, 3.9233, -7.7020], [-1.3419, 1.3641, -7.3526], [-1.5148, 3.2164, -5.1284], [-3.2527, 2.1615, -6.2661], [-5.5562, 4.6105, -0.2662], [-7.2922, 4.4738, -0.5624], [-5.0228, 3.3880, 0.8938], [-4.6555, 4.5170, -1.7762], [-5.3714, 5.5827, 0.1727]], "orbital_gap_ev": 6.75, "spin_multiplicity": 1, "homo_energy_ev": -4.84, "de_lowest_kcal_mol": 0.00, "energy_ev": -294915.9921, "total_charge": -1, "lumo_ev": 1.9}

***

{"formula": "C12H22BF6O4PS", "method": "wB97M-V/def2-TZVPD", "species": ["C", "C", "O", "C", "O", "C", "F", "F", "F", "H", "H", "H", "H", "H", "C", "C", "O", "C", "O", "C", "F", "F", "F", "H", "H", "H", "H", "H", "C", "C", "P", "B", "S", "C", "C", "H", "H", "H", "H", "H", "H", "H", "H", "H", "H", "H", "H"], "coordinates": [[3.4371, 3.1956, -0.5543], [3.5214, 2.1858, 0.5713], [2.3567, 2.2512, 1.4113], [1.2892, 1.6024, 0.9621], [1.2337, 0.9907, -0.0560], [0.1500, 1.7176, 1.9696], [0.0107, 2.9586, 2.4247], [0.3732, 0.9335, 3.0287], [-1.0142, 1.3604, 1.4535], [3.2705, 4.1974, -0.1561], [4.3588, 3.1957, -1.1356], [2.6065, 2.9703, -1.2234], [4.3690, 2.4137, 1.2153], [3.6616, 1.1727, 0.1940], [1.2625, -1.8040, 4.8898], [2.0457, -1.6649, 3.6013], [3.2729, -2.4108, 3.6628], [3.1669, -3.7109, 3.4131], [2.1575, -4.2826, 3.1525], [4.5428, -4.3653, 3.4677], [5.2400, -3.9615, 4.5274], [5.2536, -4.0616, 2.3814], [4.4523, -5.6835, 3.5302], [1.8793, -1.5191, 5.7433], [0.3761, -1.1708, 4.8672], [0.9470, -2.8354, 5.0481], [2.3308, -0.6256, 3.4508], [1.4553, -1.9695, 2.7367], [-1.8306, 0.4219, -1.3660], [-2.6836, -0.1378, -2.5622], [-4.0067, 1.1298, -2.9532], [-5.7759, 0.4781, -2.6238], [-6.4847, -1.1539, -3.1621], [-3.8213, 1.7922, -4.6882], [-3.4712, 0.6922, -5.7675], [-1.9734, 1.5063, -1.3679], [-2.2878, 0.0583, -0.4404], [-0.7834, 0.1372, -1.4495], [-3.0616, -1.1446, -2.3595], [-2.0169, -0.2095, -3.4351], [-6.5069, 1.1827, -2.0012], [-5.5463, -2.0420, -2.7147], [-2.9550, 2.4657, -4.6579], [-4.6626, 2.4172, -4.9961], [-4.2141, 0.7107, -6.5687], [-2.4853, 0.8923, -6.1972], [-3.4396, -0.2765, -5.2660]], "smiles": "CCOC(=O)C(F)(F)F.CCOC(=O)C(F)(F)F.CCP(BS)CC", "orbital_gap_ev": 7.09, "spin_multiplicity": 1, "homo_energy_ev": -7.46, "energy_ev": -58095.5896, "total_charge": 0, "lumo_ev": -0.4}

***

{"formula": "C12H22BrN4", "method": "wB97M-V/def2-TZVPD", "species": ["C", "C", "N", "C", "C", "N", "C", "C", "H", "H", "H", "H", "H", "H", "H", "H", "H", "H", "H", "C", "C", "N", "C", "C", "N", "C", "C", "H", "H", "H", "H", "H", "H", "H", "H", "H", "H", "H", "Br"], "coordinates": [[3.4330, 15.5871, 29.4685], [4.7237, 16.2010, 28.8264], [5.7943, 15.1967, 28.8675], [6.0656, 14.3295, 27.8558], [7.0893, 13.4010, 28.2588], [7.4297, 13.7699, 29.6174], [6.4879, 14.7357, 30.0211], [8.4386, 13.1006, 30.4006], [2.8196, 14.9176, 28.8655], [2.7426, 16.4088, 29.6586], [3.6462, 15.3009, 30.4985], [5.0734, 17.0810, 29.3661], [4.6591, 16.4529, 27.7678], [5.5604, 14.5071, 26.9179], [7.6097, 12.6253, 27.7167], [6.4356, 15.2056, 30.9921], [7.9042, 12.4056, 31.0483], [8.9469, 13.8459, 31.0123], [9.1289, 12.5428, 29.7679], [14.3237, 8.5073, 38.5249], [14.8332, 9.3194, 37.2150], [13.8197, 9.8746, 36.3968], [12.7655, 10.7116, 36.7603], [12.1354, 11.0727, 35.5112], [12.9805, 10.6805, 34.4723], [13.8946, 9.8943, 35.0237], [12.8587, 11.0297, 33.0783], [13.9423, 7.5516, 38.1656], [13.6076, 9.0767, 39.1175], [15.1537, 8.1579, 39.1390], [15.4643, 8.6744, 36.6035], [15.5096, 10.1246, 37.5017], [12.5447, 10.8947, 37.8016], [11.3697, 11.7832, 35.2368], [14.6267, 9.5061, 34.3311], [13.6858, 11.7146, 32.8915], [11.9067, 11.5236, 32.8839], [12.9234, 10.1676, 32.4145], [9.0373, 11.0641, 33.4637]], "orbital_gap_ev": 6.55, "spin_multiplicity": 1, "homo_energy_ev": -9.18, "de_lowest_kcal_mol": 46.61, "energy_ev": -88796.2538, "total_charge": 1, "lumo_ev": -2.6}

***

{"formula": "C12H22BrNO3", "method": "wB97M-V/def2-TZVPD", "species": ["C", "C", "C", "C", "C", "C", "C", "C", "N", "O", "C", "C", "C", "O", "C", "O", "Br", "H", "H", "H", "H", "H", "H", "H", "H", "H", "H", "H", "H", "H", "H", "H", "H", "H", "H", "H", "H", "H", "H"], "coordinates": [[3.4571, -0.5881, 1.1949], [2.6748, -0.0716, 0.3084], [1.3008, -0.6092, -0.0277], [0.5268, 0.1839, -1.0642], [-0.7209, -0.6752, -1.5087], [-1.9473, -0.5523, -0.6166], [-1.9382, -1.3508, 0.7104], [-1.3829, -2.7774, 0.6329], [-1.2430, -3.3413, 2.0189], [0.0255, 1.4257, -0.6695], [0.1488, 1.8062, 0.6820], [-0.6014, 3.1566, 0.8981], [-1.3575, 3.6599, -0.3358], [1.2710, 0.4743, -2.2850], [2.0062, -0.4980, -2.7985], [1.6632, -1.4958, -3.2361], [3.9178, -0.0620, -2.9307], [4.4879, -0.2806, 1.2024], [3.1317, -1.2748, 1.9621], [3.0055, 0.7894, -0.2529], [1.4773, -1.6104, -0.4108], [0.7474, -0.7742, 0.8868], [-0.9675, -0.3371, -2.5109], [-0.3721, -1.6958, -1.6196], [-2.7783, -0.9691, -1.1843], [-2.2268, 0.4740, -0.3971], [-1.4559, -0.8245, 1.5341], [-2.9854, -1.4590, 0.9943], [-2.0740, -3.4497, 0.1369], [-0.4040, -2.8443, 0.1773], [-2.0249, -2.9491, 2.5394], [-0.4401, -2.8609, 2.4217], [1.1804, 1.9876, 0.9796], [-0.2688, 1.0988, 1.3960], [0.1068, 3.8955, 1.2564], [-1.3011, 3.0151, 1.7188], [-1.9753, 4.4942, -0.0167], [-2.0198, 2.8893, -0.7106], [-0.6439, 4.0007, -1.0757]], "smiles": "C=CC[C@@](CCCCN)(OCCC)OC(=O)Br", "orbital_gap_ev": 10.30, "spin_multiplicity": 1, "homo_energy_ev": -9.68, "de_lowest_kcal_mol": 39.81, "energy_ev": -90474.1001, "total_charge": 0, "lumo_ev": 0.6}

***

{"formula": "C12H22Cl4N2", "method": "wB97M-V/def2-TZVPD", "species": ["C", "C", "C", "C", "N", "H", "H", "H", "H", "H", "H", "H", "C", "C", "C", "C", "N", "H", "H", "H", "H", "H", "H", "H", "Cl", "C", "C", "Cl", "H", "H", "H", "H", "Cl", "C", "C", "Cl", "H", "H", "H", "H"], "coordinates": [[-9.2131, 5.7120, -9.5041], [-8.4497, 6.9332, -8.9806], [-8.3983, 7.0315, -7.4571], [-7.6083, 8.1639, -6.9947], [-6.9851, 9.0585, -6.6306], [-10.2722, 5.7758, -9.2407], [-8.8395, 4.7710, -9.1006], [-9.1428, 5.6818, -10.5893], [-8.8740, 7.8389, -9.4133], [-7.4402, 6.8505, -9.3949], [-8.0210, 6.1098, -7.0092], [-9.4275, 7.0908, -7.0919], [-0.9394, 14.4655, -9.5456], [-0.3101, 13.2703, -8.8245], [-0.3526, 11.9971, -9.6879], [0.1054, 12.2282, -11.0591], [0.4627, 12.4337, -12.1275], [-0.3116, 14.9278, -10.3034], [-1.1897, 15.2392, -8.8120], [-1.8982, 14.1935, -9.9925], [-0.8903, 13.0918, -7.9202], [0.7247, 13.4617, -8.5409], [-1.3546, 11.5792, -9.6271], [0.3049, 11.2315, -9.2663], [-6.2265, 14.6970, -10.5286], [-5.6611, 15.3385, -8.9930], [-5.8540, 16.8483, -8.9424], [-7.5748, 17.3271, -8.9545], [-4.5915, 15.1537, -8.8895], [-6.1626, 14.7957, -8.1968], [-5.4205, 17.2975, -9.8300], [-5.4379, 17.2674, -8.0307], [-3.9988, 12.2311, -8.8525], [-4.4625, 10.5730, -8.3263], [-3.3562, 9.5880, -8.5161], [-2.0353, 9.8243, -7.3459], [-5.3505, 10.3365, -8.9127], [-4.8385, 10.6512, -7.3097], [-2.9327, 9.5562, -9.5168], [-3.7506, 8.5871, -8.3283]], "smiles": "CCCC#N.CCCC#N.ClCCCl.ClCCCl", "orbital_gap_ev": 10.98, "spin_multiplicity": 1, "homo_energy_ev": -10.60, "de_lowest_kcal_mol": 4.57, "energy_ev": -65870.7605, "total_charge": 0, "lumo_ev": 0.4}